{
  "formula": "C16H35Mn2N5O8",
  "method": "ωB97M-V/def2-TZVPD",
  "molar_mass_da": 535.36,
  "homo_ev": [-13.5145, -13.5144],
  "total_energy_ha": -3807.87858,
  "spin_multiplicity": 11,
  "de_lowest_ev": 0.000,
  "e_lumo_ev": [-8.06, -8.14],
  "total_charge": 2,
  "elements": ["Mn", "Mn", "C", "O", "O", "O", "C", "O", "N", "C", "C", "H", "H", "H", "H", "H", "H", "H", "C", "O", "N", "C", "C", "H", "H", "H", "H", "H", "H", "H", "C", "O", "N", "C", "C", "H", "H", "H", "H", "H", "H", "H", "C", "O", "N", "C", "C", "H", "H", "H", "H", "H", "H", "H", "C", "O", "N", "C", "C", "H", "H", "H", "H", "H", "H", "H"],
  "positions_angstrom": [[-3.22922, -1.81654, 1.67337], [0.90949, -2.65478, 1.88865], [-0.96194, -1.28217, 0.80899], [0.25550, -0.96853, 0.73463], [-1.17181, -2.35156, 1.58660], [-2.02506, -0.73471, 0.40261], [-1.92304, 2.59797, 1.66547], [-2.57238, 3.41885, 1.05563], [-1.32337, 2.78512, 2.85813], [-0.73477, 1.64226, 3.52739], [-1.50514, 3.97482, 3.64341], [-1.60546, 1.67155, 1.15744], [-0.89411, 0.68777, 3.01978], [-1.25575, 1.51660, 4.48349], [0.32512, 1.80052, 3.71682], [-0.54983, 4.33287, 4.03132], [-1.86109, 4.82384, 3.05865], [-2.26834, 3.83433, 4.41304], [2.05152, 2.00181, 1.76015], [2.96114, 2.08666, 2.56113], [1.96840, 2.78387, 0.65637], [0.81261, 2.75411, -0.24059], [2.82039, 3.95321, 0.52714], [1.27719, 1.22671, 1.82036], [1.14873, 2.94739, -1.26132], [0.08684, 3.53720, -0.02123], [0.42795, 1.73489, -0.22766], [3.59737, 3.90056, 1.28804], [3.23568, 3.99681, -0.47798], [2.29180, 4.88672, 0.73904], [-0.18173, 0.55115, -2.86531], [0.92444, 0.72561, -3.32223], [-1.30410, 0.42903, -3.62545], [-2.60537, 0.38550, -3.01770], [-1.24895, 0.50897, -5.06547], [-0.48536, 0.48478, -1.80691], [-2.57069, 0.50634, -1.93387], [-3.11364, -0.57214, -3.19033], [-3.28102, 1.15366, -3.39967], [-1.74792, -0.36683, -5.49110], [-1.69881, 1.41370, -5.47452], [-0.22234, 0.45479, -5.41895], [3.72500, -1.11366, 1.54515], [2.95021, -2.08209, 1.76163], [3.93090, -0.53462, 0.38401], [4.75290, 0.66792, 0.30836], [3.04559, -0.71529, -0.75528], [4.33941, -0.68967, 2.34116], [4.16264, 1.54523, 0.06289], [5.53815, 0.47184, -0.42496], [5.32005, 0.90078, 1.20931], [3.56261, -0.90945, -1.69090], [2.27690, -1.47611, -0.63778], [2.44717, 0.19280, -0.87556], [-3.30376, -3.86819, -0.82870], [-3.78760, -3.27423, 0.14965], [-2.48818, -4.91931, -0.78773], [-2.05648, -5.53035, 0.46763], [-2.04899, -5.58951, -2.00399], [-3.57516, -3.67254, -1.87321], [-1.99599, -4.76720, 1.24239], [-1.04802, -5.91940, 0.34475], [-2.77449, -6.28536, 0.77671], [-0.95773, -5.53109, -2.04342], [-2.40570, -6.61651, -2.01504], [-2.36239, -5.04670, -2.89439]],
  "nbo_charge": [1.75, 1.74, 0.95, -0.79, -1.03, -0.79, 0.51, -0.59, -0.44, -0.40, -0.44, 0.10, 0.16, 0.20, 0.22, 0.22, 0.25, 0.21, 0.51, -0.64, -0.43, -0.42, -0.44, 0.11, 0.23, 0.22, 0.20, 0.25, 0.21, 0.21, 0.53, -0.62, -0.43, -0.41, -0.43, 0.09, 0.21, 0.18, 0.22, 0.20, 0.21, 0.25, 0.57, -0.86, -0.33, -0.42, -0.43, 0.19, 0.23, 0.23, 0.24, 0.24, 0.21, 0.24, 0.57, -0.82, -0.36, -0.43, -0.41, 0.17, 0.20, 0.22, 0.24, 0.21, 0.24, 0.23]
}

***

{
  "formula": "C7H13NOPS",
  "method": "ωB97M-V/def2-TZVPD",
  "molar_mass_da": 190.23,
  "homo_ev": -12.1519,
  "total_energy_ha": -1143.73491,
  "de_lowest_ev": 0.044,
  "e_lumo_ev": -3.19,
  "total_charge": 1,
  "elements": ["C", "C", "P", "C", "O", "C", "C", "N", "C", "C", "S", "H", "H", "H", "H", "H", "H", "H", "H", "H", "H", "H", "H", "H"],
  "positions_angstrom": [[1.69015, -2.78153, 2.94209], [1.11814, -2.20193, 1.71836], [1.34813, -0.56765, 1.33610], [0.30064, -0.78614, -0.26081], [0.09250, 0.49510, -1.12136], [-0.58511, 1.50632, -0.52382], [-1.13103, 2.48093, -1.59199], [0.41339, 2.23865, 0.36073], [-0.33266, -1.92960, -0.51101], [-1.16769, -2.35129, -1.54936], [0.16856, -3.18717, 0.67916], [2.25279, -2.06508, 3.56482], [2.40994, -3.53972, 2.73244], [0.90470, -3.36375, 3.35697], [-1.34296, 1.05799, 0.24815], [-0.38194, 2.41783, -2.46807], [-2.05882, 2.14835, -1.99526], [-1.27038, 3.52734, -1.31042], [1.02726, 1.51550, 0.75086], [-0.11392, 2.85365, 0.93182], [0.89385, 2.90661, -0.26991], [-0.78870, -2.26051, -2.60056], [-2.13244, -1.68400, -1.47211], [-1.62787, -3.45037, -1.28083]],
  "nbo_charge": [-0.67, -0.51, 0.47, 0.00, -0.54, 0.27, -0.67, -0.72, -0.22, -0.67, 0.51, 0.25, 0.25, 0.24, 0.20, 0.25, 0.26, 0.23, 0.45, 0.44, 0.44, 0.27, 0.24, 0.25]
}

***

{
  "formula": "H3NO2S",
  "method": "ωB97M-V/def2-TZVPD",
  "molar_mass_da": 81.10,
  "homo_ev": [-8.7450, -8.4535],
  "total_energy_ha": -605.05423,
  "de_lowest_ev": 4.317,
  "e_lumo_ev": [0.79, -0.66],
  "total_charge": 0,
  "elements": ["N", "O", "O", "S", "H", "H", "H"],
  "positions_angstrom": [[0.08414, -0.32757, 1.51079], [-0.22234, -0.87454, 0.41979], [-0.77411, 0.72736, -0.97622], [0.47799, 0.57395, -1.75979], [-0.62394, -0.20721, 2.20520], [1.05955, -0.05809, 1.65857], [-0.00129, 0.16610, -3.05835]],
  "nbo_charge": [-0.34, -0.34, -0.73, 0.69, 0.35, 0.34, 0.03]
}

***

{
  "formula": "C47H39F5N3OPSeZr",
  "method": "ωB97M-V/def2-TZVPD",
  "molar_mass_da": 958.00,
  "homo_ev": -7.4226,
  "total_energy_ha": -5343.10350,
  "de_lowest_ev": 0.000,
  "e_lumo_ev": -0.13,
  "total_charge": 0,
  "elements": ["Zr", "C", "N", "C", "C", "C", "C", "C", "C", "C", "N", "C", "C", "C", "C", "C", "C", "N", "C", "C", "H", "H", "H", "H", "H", "H", "H", "H", "H", "H", "H", "H", "H", "H", "H", "H", "H", "H", "H", "H", "O", "C", "C", "C", "C", "C", "C", "C", "P", "C", "C", "C", "C", "C", "C", "C", "C", "C", "C", "C", "C", "H", "H", "H", "H", "H", "H", "H", "H", "H", "H", "H", "H", "H", "H", "C", "C", "C", "C", "C", "C", "H", "H", "H", "H", "H", "F", "C", "C", "F", "C", "F", "C", "Se", "C", "F", "C", "F"],
  "positions_angstrom": [[-1.14545, 0.84461, -0.58845], [-4.24734, 0.04116, 0.29929], [-2.91228, -0.14577, 0.89369], [-2.68553, -1.58860, 1.14916], [-2.74066, 0.55110, 2.15722], [-3.78308, 0.73164, 3.04780], [-3.58570, 1.43631, 4.22650], [-2.33028, 1.96117, 4.48507], [-1.28123, 1.76545, 3.60104], [-1.45604, 1.02664, 2.42708], [-0.48493, 0.82858, 1.43265], [0.86629, 1.06629, 1.69655], [1.47363, 0.83559, 2.93848], [2.81954, 1.08300, 3.13518], [3.60484, 1.56610, 2.09715], [3.02933, 1.74712, 0.85127], [1.68320, 1.48009, 0.64483], [1.09980, 1.57187, -0.70410], [1.93807, 0.75629, -1.62596], [1.11401, 2.97088, -1.20579], [-4.99995, -0.55559, 0.82372], [-4.21462, -0.29390, -0.73875], [-4.52273, 1.09341, 0.33858], [-3.33458, -1.91509, 1.96688], [-1.64131, -1.74011, 1.43067], [-2.90243, -2.16426, 0.25262], [-4.76402, 0.34194, 2.81304], [-4.40424, 1.58854, 4.91528], [-2.15976, 2.54835, 5.37822], [-0.32947, 2.23058, 3.80906], [0.88069, 0.42902, 3.74444], [3.25490, 0.89331, 4.10787], [4.65545, 1.77429, 2.24553], [3.64364, 2.08404, 0.02744], [2.92236, 1.21492, -1.73105], [1.43829, 0.71635, -2.59462], [2.04104, -0.24180, -1.22070], [2.12536, 3.37925, -1.13622], [0.42576, 3.58508, -0.62805], [0.79280, 2.95815, -2.24631], [-1.80950, -0.97030, -1.39846], [-0.60510, -1.34329, -1.25112], [-0.32987, -2.74873, -1.57075], [-0.94213, -3.35119, -2.66809], [-0.68274, -4.68227, -2.95041], [0.14799, -5.41521, -2.10663], [0.73471, -4.81264, -1.00271], [0.52704, -3.46414, -0.73409], [1.29380, -2.57125, 0.68607], [3.04006, -2.51125, 0.16311], [3.98596, -2.11495, 1.10964], [5.30710, -1.91815, 0.74661], [5.70350, -2.10386, -0.57239], [4.77029, -2.49300, -1.52098], [3.44600, -2.69816, -1.15606], [1.35521, -3.84797, 1.98260], [2.28096, -4.88786, 2.04182], [2.23445, -5.81483, 3.07038], [1.26094, -5.71156, 4.05678], [0.34304, -4.67305, 4.01708], [0.39751, -3.74251, 2.98906], [-1.60389, -2.76548, -3.29263], [-1.13625, -5.15289, -3.81252], [0.33532, -6.46174, -2.30696], [1.36333, -5.40171, -0.34438], [3.68153, -1.94717, 2.13712], [6.02893, -1.61255, 1.49309], [6.73594, -1.94885, -0.85641], [5.07121, -2.64336, -2.54984], [2.72927, -3.00631, -1.90770], [3.05566, -4.96238, 1.28596], [2.95985, -6.61696, 3.10546], [1.22864, -6.43560, 4.86049], [-0.40612, -4.57925, 4.79223], [-0.30237, -2.91482, 2.97053], [-3.71237, 5.13756, 0.33024], [-2.54680, 4.88168, 1.03928], [-1.82164, 3.72727, 0.77944], [-2.20303, 2.79598, -0.19841], [-3.37797, 3.10506, -0.90450], [-4.13024, 4.24354, -0.64400], [-4.28928, 6.03108, 0.53395], [-2.20961, 5.57618, 1.79921], [-0.92555, 3.54912, 1.37139], [-3.71279, 2.45063, -1.70751], [-5.02958, 4.44179, -1.21424], [-0.14062, 5.83112, -6.90759], [-0.39638, 4.78984, -6.11519], [-0.26505, 3.49581, -6.58991], [0.12330, 3.28412, -7.84902], [-0.53518, 2.42911, -5.74991], [-0.38414, 1.20644, -6.26929], [-0.94480, 2.59249, -4.42900], [-1.31451, 1.01112, -3.41841], [-1.07052, 3.89854, -3.99148], [-1.46416, 4.17414, -2.74367], [-0.80057, 4.98680, -4.80731], [-0.93216, 6.22981, -4.33626]],
  "mulliken_charge": [-1.41, -1.49, 2.01, -1.76, 0.13, -0.51, -1.04, -0.96, -0.99, -0.15, 2.77, -0.13, -0.62, -1.07, -1.10, -0.67, -0.45, 1.97, -0.93, -1.14, 0.46, 0.09, 0.55, 0.50, 0.34, 0.45, 0.41, 0.43, 0.44, 0.51, 0.68, 0.41, 0.44, 0.37, 0.55, 0.09, -0.02, 0.45, 0.26, 0.18, -0.67, 0.65, 0.52, -0.42, -0.75, -0.78, -0.30, -0.18, 1.62, 0.27, -0.54, -0.73, -0.59, -0.70, -0.41, 0.53, -0.56, -0.77, -0.53, -0.67, -0.54, 0.55, 0.42, 0.44, 0.38, 0.45, 0.42, 0.39, 0.41, 0.34, 0.41, 0.41, 0.38, 0.44, 0.21, -0.67, -0.87, -0.86, 2.68, -0.91, -0.82, 0.37, 0.43, 0.20, 0.49, 0.47, -0.31, 0.75, 0.18, -0.30, 0.14, -0.31, 0.07, -0.10, -0.09, -0.15, -0.22, -0.30]
}